No. 1
C19H12N3PdS | wB97M-V/def2-TZVPD

As for the spin multiplicity: 2. As for the net charge: 0.

```
36
Properties=species:S:1:pos:R:3:lowdin_spin:R:1
Pd 1.14766 -0.99466 -0.96961 0.739
S 2.11041 -3.31796 1.18633 -0.030
N -0.77766 -1.53413 -1.83905 0.046
N 2.28321 0.83920 -0.65068 0.046
N -0.26047 0.31565 0.04060 0.111
C -0.97329 -2.48679 -2.75827 0.011
C 2.55555 2.42486 1.14307 0.001
C 2.00429 3.08710 2.25186 0.000
C 4.40010 1.89208 -0.31564 0.001
C 3.56159 1.02931 -0.99740 0.011
C -4.01452 -1.57927 -0.08532 0.000
C 2.06031 -2.56857 -0.17579 0.004
C -3.01493 -1.89393 -1.02002 0.001
C -0.09640 1.95183 1.91789 0.003
C 0.39026 1.23807 0.79782 0.010
C 3.90200 2.59997 0.76009 0.007
C -3.19093 -2.89907 -1.99407 0.007
C 0.69785 2.83648 2.62053 -0.001
C -1.76286 -1.22775 -0.95794 0.010
C -1.50474 -0.23119 0.06206 0.010
C 1.76103 1.50446 0.41027 0.010
C -2.56412 0.03865 0.95968 0.003
C -2.15796 -3.19237 -2.86206 0.001
C -3.77112 -0.62824 0.88525 -0.001
H -2.44840 0.76994 1.73932 0.000
H -2.25669 -3.97225 -3.60069 0.000
H 4.53012 3.26707 1.33031 0.000
H 0.28809 3.32994 3.48784 0.000
H 2.61813 3.77611 2.80897 0.000
H -4.12314 -3.44157 -2.02992 0.000
H -0.13784 -2.68263 -3.42262 0.001
H -4.95832 -2.09778 -0.13309 0.000
H -1.10570 1.81101 2.26063 0.000
H 3.91109 0.45672 -1.85044 0.001
H 5.43170 1.98851 -0.61522 0.000
H -4.53431 -0.40880 1.61531 0.000
```


No. 2
C34H37FeN5 | wB97M-V/def2-TZVPD

As for the spin multiplicity: 6. As for the net charge: -1. Its relative energy (zero: lowest compared OMol25 entry of this formula, charge and spin) is 5.231 eV.

```
77
Properties=species:S:1:pos:R:3:lowdin_spin:R:1
Fe -0.67700 0.37958 -0.19950 3.040
N -3.69203 5.56351 1.73267 0.064
N -0.80521 1.72806 1.39072 0.238
N -1.59439 4.18653 -1.85864 0.009
N 2.37285 -0.83349 -0.98472 0.009
N 2.04072 1.28447 -1.28995 0.036
C -0.61077 -2.97134 0.18213 0.007
C -1.43368 1.96582 -1.52034 0.347
C -1.95925 3.67080 2.25954 0.119
C 2.84323 -3.02353 -2.76620 0.001
C 2.55795 -2.12912 -0.40814 0.000
C -0.48352 2.42584 3.67149 0.046
C -2.91284 4.72343 1.97742 0.033
C 3.26612 -0.39748 -1.98110 0.015
C -0.76924 3.28234 -1.26753 0.057
C 3.16763 -4.45295 -0.73550 0.000
C -1.33940 3.51042 3.50183 0.271
C -2.19920 -1.31701 2.32394 0.010
C 2.84189 0.84704 -2.34060 0.002
C -0.53178 5.99203 -0.68261 0.007
C -1.20893 -1.62519 -0.06079 0.021
C 0.43780 3.78153 -0.58125 0.025
C -1.54855 5.45421 -1.50766 -0.004
C -1.69740 2.74482 1.26138 0.018
C -2.75102 0.08602 0.21886 0.034
C 2.65292 -2.31182 1.00118 0.000
C -1.05537 -1.62724 -2.67434 0.008
C -3.90105 0.85939 0.77551 0.009
C 1.36250 0.23261 -0.80860 0.033
C 2.92968 -3.58125 1.50623 0.000
C 2.41147 -1.14028 1.88806 0.002
C -1.96734 -0.88907 0.91077 0.020
C -3.15746 0.80670 -2.24107 0.156
C 0.51714 5.15938 -0.24401 0.003
C 3.45861 -6.02928 1.20903 0.000
C -0.21505 1.57024 2.59586 0.236
C -1.47935 -1.05705 -1.36343 0.024
C 3.17224 -4.66106 0.64823 0.000
C -2.44917 0.00295 -1.17669 -0.023
C 2.88737 -3.20276 -1.28517 0.000
H -0.76197 1.55739 -2.36682 0.005
H 3.35244 -5.29135 -1.42422 0.000
H 1.90093 -2.58257 -3.11365 0.000
H -4.23246 0.76850 -2.08296 0.011
H 2.93452 -3.73557 2.59584 0.000
H -0.89001 -0.84417 -3.42848 0.001
H 2.69644 -1.38907 2.91784 0.000
H 3.67480 -2.44054 -3.17909 0.000
H 1.34190 -0.87518 1.89328 0.002
H -1.34133 -1.88417 2.70717 0.001
H -4.09178 1.79327 0.22629 0.001
H 1.33955 5.60270 0.36575 0.001
H 0.23690 -3.15137 -0.49115 0.000
H 1.21900 3.08356 -0.24653 0.001
H 4.20294 -0.85591 -2.31720 0.001
H -1.55662 4.22510 4.29353 0.021
H -0.23484 -3.04960 1.21150 0.000
H 2.97387 -0.24859 1.58378 0.001
H -0.01593 2.21203 4.63278 -0.004
H -0.58802 7.06536 -0.46152 0.001
H -2.83235 1.89745 -2.20820 0.044
H 2.95430 1.54455 -3.18579 0.000
H -2.90455 0.43847 -3.24193 0.006
H 0.49129 0.74039 2.70409 0.020
H -1.34590 -3.78375 0.02677 0.002
H 3.16611 -6.80928 0.49570 0.000
H -4.81423 0.24767 0.69943 0.004
H -2.19413 2.86135 0.28728 0.002
H 2.92012 -4.01832 -3.21742 0.000
H -0.12433 -2.19643 -2.56792 0.000
H -3.08993 -1.96794 2.39672 0.003
H 2.90834 -6.17750 2.14643 0.000
H -3.75567 1.10660 1.83565 0.000
H -2.36159 -0.45661 2.98825 0.002
H 4.52995 -6.15411 1.42476 0.000
H -2.36506 6.06995 -1.91483 0.000
H -1.82384 -2.31008 -3.06214 0.002
```


No. 3
C3H7N3O | wB97M-V/def2-TZVPD

As for the net charge: 0. Its relative energy (zero: lowest compared OMol25 entry of this formula, charge and spin) is 0.187 eV.

```
14
Properties=species:S:1:pos:R:3:nbo_charge:R:1
O -0.88666 1.15179 0.42130 -0.629
N 0.58284 0.08901 -0.98016 -0.651
N 0.18583 -0.74500 1.13252 -0.646
N 0.66963 0.54227 -3.23240 -0.682
C -0.63343 -0.83731 2.32158 -0.409
C 0.34329 0.91702 -2.06646 0.281
C -0.09478 0.25000 0.22363 0.786
H 1.14722 -1.02778 1.21536 0.394
H 0.92780 -0.83183 -1.21164 0.409
H -0.12570 1.85909 -1.78016 0.186
H -1.64885 -1.10577 2.03286 0.207
H 0.44323 1.26791 -3.90880 0.346
H -0.24006 -1.62864 2.95663 0.203
H -0.67037 0.09923 2.87574 0.203
```


No. 4
C9H10OS | wB97M-V/def2-TZVPD

As for the net charge: 0. Its relative energy (zero: lowest compared OMol25 entry of this formula, charge and spin) is 4.569 eV.

```
21
Properties=species:S:1:pos:R:3:nbo_charge:R:1
S 1.96477 2.68439 -1.47899 0.487
O 1.45134 -0.51684 1.54643 -0.500
C -0.94443 -0.57706 0.40105 -0.136
C 2.98491 1.39244 -0.86381 -0.435
C -1.63432 -1.80793 0.99632 -0.623
C 0.47669 -0.25680 0.88438 0.723
C 2.26027 0.29555 -0.55033 -0.163
C -0.36493 -0.42470 -0.99416 -0.375
C 0.78854 0.51205 -0.61868 -0.362
C -1.83684 0.69468 0.57304 -0.612
C 0.54409 1.89410 -1.31703 -0.309
H -2.41518 -1.53774 1.69323 0.221
H -1.23548 1.56923 0.08218 0.265
H 0.04400 -1.18173 -1.50891 0.220
H 4.02967 1.46271 -0.68158 0.230
H -1.18066 -0.07515 -1.76274 0.240
H -1.84568 0.70987 1.70194 0.206
H -0.84694 -2.32492 1.55407 0.224
H -2.08364 -2.54082 0.28494 0.231
H 2.72286 -0.57847 -0.13264 0.236
H -2.87901 0.60713 0.19128 0.232
```


No. 5
CH3NO2S2 | wB97M-V/def2-TZVPD

As for the net charge: 0. Its relative energy (zero: lowest compared OMol25 entry of this formula, charge and spin) is 3.645 eV.

```
9
Properties=species:S:1:pos:R:3:nbo_charge:R:1
S -1.60816 -0.00437 -1.61079 -0.279
S -0.96174 -1.37752 1.19915 0.154
O 1.02056 1.38137 -0.77949 -0.521
O 1.37878 0.20385 0.97611 -0.548
N 0.40829 0.49769 0.09729 0.134
C -0.61251 -0.34536 -0.13481 -0.081
H 0.31145 2.00943 -1.19523 0.510
H 2.04450 -0.49856 0.81595 0.490
H -1.98117 -1.86652 0.63182 0.141
```


No. 6
C4H7NO2 | wB97M-V/def2-TZVPD

As for the net charge: 0. Its relative energy (zero: lowest compared OMol25 entry of this formula, charge and spin) is 1.665 eV.

```
14
Properties=species:S:1:pos:R:3:nbo_charge:R:1
O -0.85926 -1.21966 2.45695 -0.600
O -0.78519 0.19244 -1.98915 -0.705
N 0.22846 0.03126 0.90365 -0.429
C 0.24312 1.16011 -0.03391 -0.224
C -0.53366 -0.13647 2.01440 0.539
C 0.39920 -0.98143 -0.13555 -0.241
C 0.37035 0.15123 -1.19227 0.083
H -0.68890 1.73195 -0.07692 0.212
H 1.33850 -1.53888 -0.05310 0.203
H 1.28410 0.24860 -1.79153 0.167
H -0.82871 -0.62446 -2.50092 0.473
H -0.81504 0.82670 2.48540 0.109
H -0.44582 -1.67723 -0.19130 0.214
H 1.09285 1.83586 0.10426 0.199
```


No. 7
C8H36B4KO4 | wB97M-V/def2-TZVPD

As for the net charge: -3. Its relative energy (zero: lowest compared OMol25 entry of this formula, charge and spin) is 1.053 eV.

```
53
Properties=species:S:1:pos:R:3:nbo_charge:R:1
K -0.01263 0.14558 0.46447 0.903
O 0.56223 2.62545 -0.54626 -0.535
O 0.80272 -0.89092 -2.25391 -0.545
O 1.50646 2.22935 2.04831 -0.529
O -1.34658 -0.28709 -3.94033 -0.570
C 1.40601 3.47536 1.45142 -0.064
C 0.38415 -1.81381 -3.21386 -0.063
C 2.12796 -1.05261 -1.82511 -0.257
C 1.39522 2.16065 3.45522 -0.255
C -1.07788 -1.61029 -3.52429 -0.091
C 1.63201 3.37082 -0.02969 -0.067
C 0.38390 2.67455 -1.92797 -0.243
C -2.45917 0.26979 -3.22613 -0.262
B -0.11315 -3.36041 0.53042 -0.722
B -1.77933 -1.50139 3.30020 -0.687
B 1.94719 -1.64908 2.37001 -0.744
B -3.04070 0.43562 0.64868 -0.751
H 1.76005 -1.39134 1.22645 -0.098
H 2.90091 -0.94423 -2.60708 0.122
H -2.33396 0.20162 -2.14244 0.249
H -2.67411 0.94962 1.66704 -0.028
H 0.91471 -1.58075 2.93759 0.027
H -0.51954 -2.52809 1.28237 0.004
H -3.38707 -0.23725 -3.50837 0.150
H -4.24646 0.40525 0.52771 -0.073
H -1.67231 -1.93146 -2.66402 0.227
H -2.51122 -2.11994 2.57786 -0.044
H -2.53643 -0.61635 0.57766 -0.003
H 2.59578 2.88756 -0.24899 0.172
H -0.94224 -2.27056 3.68019 -0.048
H 2.30953 -2.79495 2.39991 -0.041
H -1.32520 -0.52335 2.76509 -0.091
H 2.77050 -0.86506 2.84381 -0.128
H -0.78617 -4.37001 0.65023 -0.083
H 0.66076 -2.83370 -2.91898 0.205
H 2.36442 -0.26951 -1.10364 0.189
H 1.68159 4.35854 -0.51533 0.146
H -0.45768 2.05933 -2.23873 0.224
H 0.35422 2.40113 3.70280 0.178
H 1.02013 -3.64731 0.78278 -0.049
H -2.39813 -1.16454 4.31278 -0.117
H 0.96759 -1.68942 -4.15439 0.116
H 0.14402 3.70436 -2.24590 0.136
H -2.44651 1.31727 -3.53006 0.159
H 2.07201 2.87280 3.94997 0.123
H 0.39345 3.87247 1.63759 0.173
H -1.32508 -2.30941 -4.34062 0.137
H 1.62425 1.13326 3.73559 0.269
H -2.65099 1.04542 -0.28543 -0.121
H 1.24949 2.33016 -2.51002 0.160
H -0.25407 -2.89552 -0.59676 -0.130
H 2.27127 -2.00667 -1.30707 0.233
H 2.09410 4.22908 1.87925 0.135
```


No. 8
C5H6OS | wB97M-V/def2-TZVPD

As for the net charge: 0. Its relative energy (zero: lowest compared OMol25 entry of this formula, charge and spin) is 2.165 eV.

```
13
Properties=species:S:1:pos:R:3:nbo_charge:R:1
S 1.61096 0.28657 -1.24595 0.044
O -0.59224 2.00211 1.19214 -0.497
C -1.54804 -1.57190 -1.09276 -0.185
C -0.75139 -0.80371 -0.61503 -0.051
C 0.81967 -0.35249 1.30368 -0.600
C -0.49038 1.40350 0.14833 0.459
C 0.25971 0.09557 -0.05979 -0.352
H 0.84225 0.89568 -2.19635 0.131
H 0.10488 -0.47301 2.09710 0.240
H -2.23433 -2.29212 -1.51452 0.246
H 1.34269 -1.31192 1.13666 0.219
H 1.56587 0.35177 1.66155 0.232
H -0.92966 1.76995 -0.81507 0.113
```


No. 9
C35H43ClFeN2Si2 | wB97M-V/def2-TZVPD

As for the spin multiplicity: 6. As for the net charge: +1. Its relative energy (zero: lowest compared OMol25 entry of this formula, charge and spin) is 1.247 eV.

```
84
Properties=species:S:1:pos:R:3:lowdin_spin:R:1
Fe -0.51078 1.41521 2.09893 3.594
Cl -2.63523 0.96093 0.87518 0.063
Si -0.32346 -1.30021 -2.82370 0.348
Si -0.97219 -0.62644 -0.30683 0.160
N -0.31807 -0.24171 3.60131 0.033
N -2.02837 2.21964 4.16282 0.034
C 1.30753 2.39761 0.82713 0.067
C -0.95235 2.98698 -2.63013 0.001
C 2.89479 -3.15639 0.80497 0.000
C 1.18301 1.95587 -3.10149 0.001
C -0.71610 0.27227 4.93217 0.002
C 0.61836 -1.67870 0.17351 0.037
C -1.94917 0.11656 -4.54695 0.009
C 3.09546 -3.72971 -3.13436 0.003
C -0.00353 3.60636 2.27965 0.028
C 1.14479 -5.15131 -2.80141 -0.001
C 2.53307 -4.99801 -2.93675 0.010
C -0.08464 -1.02835 -5.62535 0.017
C -2.08971 0.93471 4.87939 0.001
C 0.31625 -4.02525 -2.83505 0.017
C -0.87412 -0.78963 -4.48174 0.069
C 3.01227 -1.82630 0.42460 0.002
C 0.96761 2.88940 3.04674 0.039
C 0.49355 -3.03651 0.48629 0.004
C 0.84351 0.85896 -2.29875 0.018
C -1.34247 1.86953 -1.89322 0.026
C -0.20946 -0.16309 -6.71265 0.003
C -1.22954 -1.33818 3.18063 0.004
C 0.29567 3.01751 -3.25044 0.014
C 2.26789 -2.60532 -3.18303 0.015
C -1.16118 0.86462 -6.69824 0.006
C 1.63665 -3.76363 0.81958 0.002
C 0.87870 -2.73954 -2.99771 0.067
C 0.18025 3.26172 0.90935 0.041
C 1.87670 -1.07247 0.13751 0.001
C -3.30331 2.60013 3.55621 0.000
C 1.76946 2.13785 2.14165 0.053
C -1.59992 3.28560 5.06590 0.002
C 1.05543 -0.76720 3.65130 0.002
C -0.45029 0.78290 -1.68805 0.124
C -2.04794 0.98856 -5.62535 -0.001
H -1.21873 1.56510 -7.53395 0.000
H -0.65714 4.38118 2.64785 0.003
H -1.98792 -1.47473 0.37139 0.006
H -0.37881 3.68159 0.08779 0.003
H -2.83661 0.27329 4.42254 0.000
H -2.38457 1.11637 5.92686 0.000
H 2.00586 -0.03049 -0.15827 0.000
H 1.08102 -1.64991 4.30847 0.000
H 1.15550 3.03004 4.09902 0.003
H 0.64140 -1.84471 -5.63466 0.001
H -2.31563 3.37999 5.90317 0.001
H 1.61319 0.08672 -2.17091 0.002
H 3.98346 -1.34679 0.35823 0.000
H -2.19559 -0.93087 2.85940 0.000
H -3.14108 3.50807 2.95973 0.000
H 2.63721 1.55969 2.42478 0.003
H 1.74588 0.00322 4.01418 0.000
H -2.63335 0.20802 -3.70789 0.002
H -0.60705 3.07957 5.48162 0.000
H 0.05781 0.96885 5.29075 0.000
H 3.17743 -5.87873 -2.91009 0.001
H 2.11518 1.90222 -3.66756 0.000
H -0.78138 -1.86837 2.32950 0.000
H -0.21178 0.37469 0.63889 0.045
H -2.79446 1.78349 -5.62265 0.000
H -2.36380 1.87579 -1.51152 0.002
H -4.09411 2.77104 4.30896 0.001
H 1.75168 2.02875 -0.08538 0.003
H -1.36253 -2.05989 4.00571 0.001
H -0.76159 -0.58673 5.62745 0.001
H 1.35427 -1.09459 2.64960 0.000
H -3.61383 1.81548 2.86204 0.000
H 3.78318 -3.72290 1.08868 0.000
H 0.42405 -0.30135 -7.58786 0.000
H 4.17955 -3.62307 -3.22814 0.000
H -1.57494 4.24132 4.53170 0.000
H -0.47552 -3.53557 0.40593 0.000
H -1.63784 3.82882 -2.74821 0.000
H 1.53722 -4.80528 1.10812 0.000
H 0.71227 -6.15255 -2.66396 0.000
H 0.55833 3.82527 -3.92998 0.001
H 2.70451 -1.62364 -3.33860 0.001
H -0.75994 -4.14341 -2.69639 0.004
```


No. 10
C19H14F2S | wB97M-V/def2-TZVPD

As for the net charge: 0.

```
36
Properties=species:S:1:pos:R:3:nbo_charge:R:1
S -0.00350 0.82800 2.11156 -0.184
F -5.22474 2.02724 -1.54618 -0.318
F 5.22940 2.02624 -1.52776 -0.318
C 1.22433 -1.46394 2.79751 -0.226
C 2.41947 -0.28244 -1.47593 -0.101
C 2.89784 2.47474 -1.53766 -0.280
C 0.00220 0.01988 -1.41125 0.047
C -0.00395 -0.76226 2.58954 -0.224
C -2.41435 -0.28144 -1.49855 -0.102
C -3.72026 0.17883 -1.52948 -0.292
C -1.22132 -2.78881 3.21011 -0.219
C 3.94211 1.55616 -1.52718 0.441
C -1.23255 -1.46336 2.79744 -0.226
C -3.93759 1.55713 -1.52944 0.440
C 1.29538 0.60622 -1.46822 -0.158
C 3.72528 0.17807 -1.50293 -0.292
C -1.58865 2.00124 -1.45705 -0.101
C -2.89424 2.47589 -1.49518 -0.280
C 1.59182 1.99956 -1.52442 -0.102
C -1.29106 0.60730 -1.45876 -0.158
C 1.21243 -2.78939 3.21017 -0.219
C -0.00461 -3.46207 3.42769 -0.233
H 2.23015 -1.35769 -1.47186 0.220
H -3.09577 3.54551 -1.48709 0.243
H -2.16494 -3.31482 3.36998 0.209
H 2.15860 -0.92978 2.62662 0.218
H 0.79236 2.72591 -1.55932 0.205
H -2.22416 -1.35648 -1.51337 0.220
H 3.09940 3.54433 -1.55657 0.242
H -2.16657 -0.92878 2.62656 0.218
H -4.56479 -0.50584 -1.55416 0.243
H 4.57035 -0.50647 -1.50539 0.243
H 2.15579 -3.31584 3.37012 0.209
H 0.00196 -1.07062 -1.35999 0.217
H -0.00486 -4.50082 3.76509 0.209
H -0.79095 2.72860 -1.40463 0.205
```


No. 11
C5H12N2O2 | wB97M-V/def2-TZVPD

As for the net charge: 0. Its relative energy (zero: lowest compared OMol25 entry of this formula, charge and spin) is 0.556 eV.

```
21
Properties=species:S:1:pos:R:3:nbo_charge:R:1
O 0.24256 -2.54925 0.57348 -0.607
O 2.07078 -2.55756 -0.70707 -0.684
N -0.23430 2.28000 -0.07183 -0.841
N 0.43295 0.22476 0.96019 -0.646
C -0.54690 0.86622 0.06160 0.264
C 1.18682 -1.96936 0.10582 0.779
C 1.53369 -0.51853 0.39684 -0.337
C -0.60660 0.26794 -1.34940 -0.638
C -1.92486 0.74518 0.71564 -0.620
H 0.69168 2.40142 -0.46560 0.351
H -2.24035 -0.29416 0.73041 0.216
H -1.42556 0.73492 -1.88834 0.229
H -1.88780 1.12033 1.73608 0.208
H -2.64728 1.33102 0.15637 0.224
H -0.04608 -0.37679 1.62254 0.377
H 2.34835 -0.54118 1.13375 0.230
H 1.84148 -3.49109 -0.84441 0.498
H -0.23834 2.71508 0.84290 0.360
H 0.30903 0.45829 -1.90398 0.202
H -0.78103 -0.80390 -1.30163 0.214
H 1.92177 -0.04332 -0.50337 0.221
```


Calculated total energy values (in hartree) by entry order: -1421.521807; -2854.989629; -358.043009; -822.156494; -1041.357370; -361.819687; -1326.209912; -667.458584; -3771.528449; -1330.228410; -457.728474.